Below is a molecular structure, C10H8Cl32NbO at a distorted geometry, with properties calculated with ωB97M-V/def2-TZVPD.

Atoms and positions in Å:
Nb -3.474629 -5.158353 2.602977
Cl 3.163067 2.351397 3.278250
Cl -4.941561 1.676197 -5.272746
Cl 3.810365 5.159460 3.337848
Cl -1.140071 0.995074 -5.347109
Cl 5.502248 3.263173 4.702161
Cl 1.167473 -2.104949 1.019390
Cl 6.076419 -0.231763 -1.619715
Cl -2.482657 1.618745 4.431832
Cl -6.009622 -0.299347 -3.462823
Cl 4.677472 -1.491995 -3.805066
Cl 4.171652 5.532397 -1.003311
Cl -6.333544 -0.628360 -6.310174
Cl -4.182240 2.857577 2.460014
Cl -0.645093 -0.317105 2.363265
Cl 4.981649 -2.883650 -1.298262
Cl 1.477808 5.089691 0.921438
Cl 3.223203 -0.614318 -1.469926
Cl 1.222557 3.496009 -1.447129
Cl -0.330326 -0.659591 -3.145536
Cl -4.586804 0.097169 3.209993
Cl -0.121862 6.039657 -1.293279
Cl 1.665211 0.493147 -4.884206
Cl 0.304968 0.356972 -0.267910
Cl 6.823602 4.754583 -1.817782
Cl -1.543504 -1.824312 0.085401
Cl -5.233236 2.209488 5.069163
Cl 5.442020 3.336700 1.816907
Cl -3.729940 -0.929399 -5.105783
Cl -0.043656 -1.621842 -5.854775
Cl 5.172611 6.320410 -3.592387
Cl 4.525028 3.556895 -3.075206
Cl -1.037805 3.827366 0.322071
O 0.712405 -5.851631 2.820802
C 0.377449 4.613085 -0.376249
C -0.171262 -0.985473 0.800030
C 4.735394 -1.305832 -2.047149
C -4.125984 1.690836 3.791723
C -0.409882 -5.609240 3.228755
C -1.268508 -4.502120 2.735715
C 5.168843 5.042382 -2.371680
C -5.252405 -0.051505 -5.035297
C 0.040339 -0.199895 -4.804235
C 4.479735 3.521948 3.285800
H -3.246867 -5.619736 4.377132
H -0.863195 -6.255778 3.994184
H -2.809330 -6.839516 2.203187
H -1.182167 -3.642064 3.397574
H -4.074292 -3.536299 3.256331
H -5.168631 -5.894305 2.627592
H -3.558279 -4.616231 0.836106
H -0.954189 -4.225743 1.732081

Cartesian forces (eV/Å) of the 3 atoms listed first:
Nb 0.0 0.7 -1.1
Cl 0.0 0.0 0.0
Cl 0.0 0.0 0.0

Output
* HOMO: -5.31 eV
* E_tot: -15243.86251 hartree
* LUMO energy: 1.32 eV
* molecular weight: 1371.575 g mol⁻¹
* frontier orbital gap: 6.631 eV
* charge: -1